Entry 1:
19
Properties=species:S:1:pos:R:3:forces:R:3 method="wB97M-V/def2-TZVPD" orbital_gap_ev=10.8 relative_energy_kj_mol=149.1 e_lumo_ev=1.1 multiplicity=1 fmax_ha_per_bohr=0.0157 smiles=C[C@H]1CO[C@@H](C)C1 homo_ev=-9.700 energy_ev=-8462.8089
C 0.991038 -1.957030 -0.870570 0.0 0.0 0.0
C 1.147456 -0.537792 -0.319320 -0.1 0.1 0.0
C 0.264420 0.434331 -1.072922 0.1 -0.1 -0.3
O 0.196806 1.592953 -0.262807 0.0 0.1 -0.1
C -0.432694 1.034077 0.890947 0.2 0.1 0.3
C -1.964839 1.273495 0.584702 0.1 -0.3 0.2
C 0.580091 -0.240213 1.099736 -0.3 0.2 0.0
H 1.089049 -1.948151 -1.965477 0.0 0.0 0.2
H 0.000110 -2.363359 -0.636607 0.1 0.1 0.0
H 1.742810 -2.656335 -0.489128 -0.1 0.2 0.1
H 2.199031 -0.228846 -0.405342 -0.2 0.0 0.1
H 0.546325 0.690535 -2.093256 0.1 0.0 0.1
H -0.725470 -0.046472 -1.023399 0.0 0.1 -0.8
H -0.250614 1.652968 1.768214 0.2 0.2 -0.1
H -2.099667 2.362694 0.699524 0.2 -0.4 0.1
H -2.709379 0.798606 1.229324 0.3 -0.2 0.1
H -2.251842 1.084484 -0.460089 0.3 -0.3 0.4
H 0.299081 -1.162297 1.627605 -0.5 0.4 -0.2
H 1.378288 0.216350 1.698866 -0.2 -0.2 0.0

***

Entry 2:
89
Properties=species:S:1:pos:R:3:forces:R:3 method="wB97M-V/def2-TZVPD" orbital_gap_ev=8.1 e_lumo_ev=0.4 multiplicity=1 fmax_ha_per_bohr=0.0390 smiles="CCCCCCC[C@H](NC)[C@@H](CCOC(C)=O)O[C@@H]([PH2]=N)[PH2]=S.BrCCBr.BrCCBr.BrCCBr.BrCCBr" homo_ev=-7.715 energy_ev=-623535.6996
C -4.535068 0.221888 2.966538 0.4 0.2 -0.6
C -5.133406 0.304509 1.546107 0.7 0.1 1.1
C -3.996311 0.228429 0.536254 -0.3 -0.5 -0.5
C -4.436066 -0.069050 -0.907728 -0.5 0.5 -0.1
C -3.763851 0.793135 -1.989038 0.0 -0.2 0.3
C -2.250071 0.988424 -1.830717 0.1 0.0 -0.8
C -1.359337 0.082332 -2.727091 -0.2 0.2 0.8
C -0.125359 -0.369471 -1.943879 0.2 -0.1 -0.1
N 0.965976 -0.993410 -2.725396 -0.6 0.4 0.0
C 0.697112 -1.274177 -4.136172 0.9 0.1 0.1
C -0.460037 -1.347446 -0.796769 0.3 -0.5 -0.8
C -0.775894 -2.743565 -1.372671 -0.2 0.1 0.7
C -2.109527 -3.290199 -0.918965 0.2 -0.8 -0.9
O -2.040802 -3.650366 0.461855 -0.2 0.5 -0.2
C -3.181111 -4.111558 1.030824 -0.3 0.1 0.6
C -4.052524 -5.044876 0.247201 0.2 -0.1 -0.3
O -3.430523 -3.791985 2.158579 0.1 0.0 0.2
O 0.730600 -1.463727 0.010596 -0.3 0.1 0.5
C 0.680425 -0.928630 1.333025 -0.5 -0.2 -0.8
P 0.324364 0.896969 1.393982 1.1 0.1 1.7
N 0.755906 1.605060 2.717307 0.1 -0.3 0.0
P -0.410964 -1.860505 2.512266 0.2 0.3 1.6
S -0.084994 -1.411331 4.378214 0.0 0.0 -0.2
H -3.627588 0.834101 2.991181 0.0 0.1 0.1
H -5.207507 0.608814 3.728171 -0.1 -0.3 0.1
H -4.209013 -0.796918 3.175924 -0.2 0.0 0.2
H -5.837937 -0.520933 1.447803 -0.2 0.2 -0.3
H -5.621437 1.278421 1.481986 -0.4 -0.2 -0.4
H -3.326040 -0.575479 0.857741 0.2 0.2 0.1
H -3.453347 1.174838 0.556709 0.1 0.0 0.2
H -5.509541 0.134251 -0.966361 0.0 -0.1 -0.1
H -4.344260 -1.125739 -1.163006 0.1 -0.1 0.2
H -3.988520 0.341165 -2.958066 0.1 0.1 -0.1
H -4.239303 1.775309 -2.007737 -0.1 0.0 0.1
H -2.032430 2.017499 -2.120599 0.1 0.1 0.2
H -1.921669 0.897664 -0.799228 -0.2 0.0 0.1
H -1.064010 0.705729 -3.568226 0.1 -0.4 -0.3
H -1.918186 -0.780877 -3.095071 -0.1 0.0 -0.1
H 0.291044 0.530840 -1.486419 0.0 0.0 0.1
H 1.755187 -0.365535 -2.676740 0.1 -0.2 -0.1
H 1.535872 -1.862309 -4.511479 0.0 -0.1 0.0
H 0.672575 -0.365730 -4.745996 -0.4 -0.1 -0.2
H -0.192359 -1.881373 -4.276242 -0.2 0.2 0.0
H -1.330879 -1.035056 -0.213781 0.2 0.3 0.2
H -0.000091 -3.423832 -1.022684 0.1 0.0 -0.2
H -0.778692 -2.758397 -2.458715 0.1 0.1 0.0
H -2.920875 -2.590671 -1.131075 0.0 0.2 0.4
H -2.324489 -4.187590 -1.507816 0.0 0.0 0.0
H -3.446723 -5.857683 -0.155004 0.0 0.0 -0.1
H -4.518778 -4.530366 -0.592585 0.0 0.0 0.0
H -4.818044 -5.446057 0.900853 0.0 0.1 0.1
H 1.685533 -1.027841 1.744624 0.0 0.0 0.1
H -1.063073 0.996463 1.204424 0.0 -0.4 -0.6
H 1.051205 1.395389 0.295419 -0.5 -0.3 -0.5
H 1.443573 2.325002 2.536881 0.0 0.0 0.0
H -0.187146 -3.218440 2.273313 -0.1 0.0 -0.6
H -1.747948 -1.597725 2.191544 0.1 -0.1 -0.6
Br 4.247536 -0.401976 -3.435579 0.1 0.0 0.0
C 4.480861 -1.612677 -1.926743 0.1 0.1 0.0
C 4.803503 -3.012301 -2.373250 -0.3 -0.1 0.0
Br 3.230616 -3.943165 -3.047090 0.0 0.0 -0.1
H 3.567780 -1.557815 -1.339181 0.0 -0.1 0.0
H 5.310377 -1.201248 -1.355276 0.0 0.0 0.0
H 5.144369 -3.604901 -1.530643 0.0 0.0 0.0
H 5.548115 -3.041550 -3.161305 0.0 0.0 0.0
Br -1.085880 3.639426 1.119550 -0.4 0.8 -0.4
C -2.010067 4.717829 2.439741 0.1 -0.2 0.1
C -3.463091 4.905559 2.098937 -0.1 0.2 0.0
Br -3.715129 6.199125 0.668304 0.0 -0.1 0.0
H -1.469332 5.656331 2.508784 0.0 0.0 0.0
H -1.905545 4.167852 3.373808 0.0 0.0 0.0
H -4.001733 5.311016 2.952418 0.0 0.0 0.0
H -3.935942 3.984149 1.774609 0.0 0.0 0.0
Br 2.436692 7.310241 2.042264 -0.1 -0.1 0.0
C 2.204056 6.951653 3.939005 0.1 0.2 -0.1
C 3.174593 5.915495 4.438826 -0.1 -0.2 0.0
Br 2.660994 4.125057 3.886615 0.1 0.1 0.1
H 1.170785 6.650314 4.075840 0.0 0.0 0.0
H 2.374649 7.903888 4.436144 0.0 0.0 0.0
H 3.175453 5.893225 5.526338 0.0 0.0 0.0
H 4.184630 6.080411 4.078676 0.0 0.1 0.0
Br 8.203025 -1.447101 -4.128211 -0.1 0.0 0.1
C 9.067437 -1.145768 -2.411785 0.1 0.0 -0.2
C 9.463971 -2.436900 -1.748860 0.0 0.0 0.2
Br 7.930593 -3.352936 -0.978981 0.1 0.0 0.0
H 8.378288 -0.560351 -1.811906 0.0 0.0 0.0
H 9.949884 -0.550370 -2.634318 0.0 0.0 0.0
H 10.134291 -2.246025 -0.914028 0.0 0.0 0.0
H 9.930573 -3.133870 -2.436770 0.0 0.0 0.0